[1]
# C3H5N3O

C3H5N3O in the gas phase at a distorted geometry (wB97M-V/def2-TZVPD, the OMol25 dataset).

```
12
Properties=species:S:1:pos:R:3:forces:R:3
H -0.219504 -0.455294 2.824844 -0.3416 0.2824 -1.5974
C 0.383368 -0.654853 0.688252 3.9882 -2.9514 0.2354
H -1.926728 1.323203 1.498403 -1.7387 1.1622 1.0157
N 0.660854 0.011020 -1.785070 1.9421 -0.4181 2.3128
H 1.697394 -0.084263 -1.353037 -1.7574 1.0183 -1.0944
C -1.276412 0.646898 1.087107 1.3056 -1.0862 -0.5588
C -0.378364 -0.244100 1.729580 -0.2205 0.4756 1.8497
H 1.357346 -1.256004 0.550551 -1.7878 0.7592 0.8406
N -1.067562 0.706879 -0.220312 -0.3969 0.1078 0.2087
N -0.088259 -0.141557 -0.411240 -0.8332 0.9140 -2.0699
H 0.589766 -0.908806 -2.243418 -0.9177 0.1217 -0.3947
O 0.268100 1.056879 -2.365660 0.7579 -0.3854 -0.7478
```
Positions in Å, forces in eV/Å.

As for the spin multiplicity: 1. The value obtained for the relative energy (zero: lowest compared OMol25 entry of this formula, charge and spin) is 135.69 kcal/mol. The electronic energy is -9704.6998 eV. The calculation puts the HOMO energy at -9.59 eV. The calculation puts the molecular weight at 99.09 g mol⁻¹. The SMILES is [O-][NH2+]n1cccn1.



[2]
# C2H8NO

2 unconnected molecules or ions with the total composition C2H8NO at a distorted geometry (wB97M-V/def2-TZVPD, the OMol25 dataset).

```
12
Properties=species:S:1:pos:R:3:forces:R:3
H 1.489944 -0.142695 -0.094361 -0.0354 0.2634 -1.0635
C 0.537508 -0.663834 -0.145638 0.1923 -0.6452 2.1044
N -0.499105 0.033356 0.090862 -0.9096 1.0378 -0.6559
H -0.083145 3.690506 0.112974 0.3057 -0.2079 0.1320
H -0.391437 -2.597280 -0.245403 0.0889 -0.0265 0.1454
O -0.520866 2.837427 0.000463 -0.4919 0.2336 -0.2727
H -1.395967 -0.343218 0.376735 0.0349 -0.6166 -0.3927
H 1.349241 -2.485808 -0.672827 -0.0225 -0.3678 0.1194
H 0.864649 -2.343470 1.030377 0.0320 -0.1303 -0.0710
H -1.369621 3.095984 -0.384062 0.0026 -0.0451 0.0231
H -0.546798 1.055022 -0.066686 0.7395 0.0562 0.5481
C 0.565597 -2.135988 -0.002435 0.0636 0.4484 -0.6166
```
Positions in Å, forces in eV/Å.

As for the spin multiplicity: 1. The value obtained for the relative energy (zero: lowest compared OMol25 entry of this formula, charge and spin) is 8.73 kcal/mol. The electronic energy is -5734.5056 eV. As for the total charge: +1. The calculation puts the HOMO energy at -16.37 eV. The calculation puts the molecular weight at 62.09 g mol⁻¹.



[3]
# C43H45CdN10O3

A molecular structure, C43H45CdN10O3 at a distorted geometry (wB97M-V/def2-TZVPD, the OMol25 dataset).

```
102
Properties=species:S:1:pos:R:3:forces:R:3
H -0.889223 3.752693 4.632959 -0.1660 0.1584 -0.0286
C -0.806903 6.213733 -0.978781 -2.4837 -2.8014 2.2223
H 4.233457 0.080503 -4.336071 0.2653 -0.0514 0.0128
H -1.259003 -4.848867 1.843929 0.0941 0.1603 -0.2656
C -0.189243 2.121763 3.466019 -1.0309 -0.6196 0.0767
H -3.768813 0.034383 0.205949 0.1587 -0.1683 -0.0365
H -0.413193 -2.710677 0.875929 0.2844 0.0217 -0.1546
C -0.660703 -4.317197 3.802519 -0.7315 -0.4314 0.5133
H 1.442547 3.561523 -2.276161 0.3078 0.3868 0.0012
C 1.519007 2.709843 0.657719 -0.5766 -1.6793 0.7609
C -3.202633 -0.227207 -4.042301 -0.5426 0.8263 -0.4871
H 5.154277 3.248983 1.413249 0.0354 0.0308 -0.0661
H -0.942463 6.970883 1.093259 0.0931 0.2259 -0.1291
C 1.584657 1.729303 -3.276531 1.4224 -2.8285 -0.9450
H -3.277683 3.171823 4.320679 -0.2413 -0.0759 -0.1055
H -4.175483 -4.130127 1.300699 0.1819 -0.0776 -0.2374
C -4.372273 1.680373 -3.666461 2.2572 0.2333 2.0800
H -3.414883 -3.947897 -1.251371 0.2702 0.4130 -0.3115
H 3.009487 -2.795087 2.251169 0.0827 0.0392 0.3059
C 0.067227 -4.548427 -1.198811 0.1398 -0.0885 0.9119
H -4.504263 2.582063 -3.086861 -0.4842 0.0629 -0.3754
H -3.837343 1.153733 2.904339 0.0811 -0.4934 0.0727
C 2.049897 3.951173 0.401359 -1.1702 0.0213 -0.7430
C -2.246143 4.021253 0.102459 0.8716 0.1421 -1.7590
N 2.345517 0.720823 -3.868591 0.1909 1.7067 0.8733
C -0.801193 -4.096757 2.469349 0.5925 0.6592 -0.8558
Cd 1.258007 -0.188367 1.933999 -0.4980 0.5866 -0.1125
H -2.784773 1.027853 -2.390261 0.0023 -0.2453 -0.0260
H 4.752507 -0.915827 -1.924791 -0.6122 0.4402 0.0180
H 5.944687 -2.682547 -0.867961 -0.0436 -0.5347 0.0177
C -3.862633 -3.255267 0.750119 -0.4593 -0.4284 0.4041
C -0.607853 -5.708267 -0.919731 -0.2112 -1.6093 -0.5006
C 3.422677 -2.341427 1.362419 0.1565 -0.5876 0.2802
N -1.171523 5.136093 -1.775701 0.5738 0.9221 0.3569
N 0.271437 -1.898497 2.660969 -1.8783 -3.7182 3.3374
N 2.164317 1.662803 1.270639 1.4438 3.7143 -1.6073
C 4.346537 -1.295527 -0.998831 -0.1067 -1.1050 1.6506
H -0.307243 7.092983 -1.357781 0.1000 -0.2831 -0.5195
C 3.272567 -0.797387 -0.262271 -0.4062 0.9449 -0.9567
C 1.858177 -5.375607 0.163879 -0.6212 -1.8755 0.4134
H -3.092233 -1.462997 -1.741991 -0.0145 0.0579 0.0718
H -1.012703 -5.268857 4.172439 0.1216 -0.0336 0.3778
C 1.285657 -4.385257 -0.563501 -0.0466 1.7420 -0.7069
O -0.158603 -1.167377 -1.952771 0.2284 0.5128 0.7319
C -4.073153 0.018443 -5.092131 1.4074 -1.4990 -0.6172
H -0.582143 -7.618417 0.131169 0.2519 -0.2377 -0.0799
C -0.019963 -6.734917 -0.132971 1.5034 2.3815 0.0211
H -0.333733 -3.720787 -1.765061 -0.1606 -0.1153 -0.1923
H 0.827917 2.412863 3.682889 0.2510 -0.1172 -0.3443
C -0.241373 -3.300427 4.642879 1.4399 0.5710 -0.8275
C -1.731273 0.634213 2.618429 -0.1912 0.5640 0.0464
C 4.311647 1.909793 -3.162721 0.1094 -0.2062 -0.6780
H 0.390367 -1.289637 4.743659 0.7014 0.3395 -0.3357
H 1.385907 4.684553 -0.031851 -0.0240 0.0798 -0.0920
H 5.023277 -3.786247 1.173889 -0.3707 -0.2690 0.0555
H -2.384753 -0.927447 -3.957821 -0.1414 -0.0215 0.2179
C 4.104507 3.148823 1.180119 -0.3688 -0.5264 -0.3572
C -1.882863 5.067933 0.925509 0.2593 0.2142 -0.5350
C -1.199063 6.175313 0.409429 0.6707 -0.1323 -1.6798
O 0.212997 -0.354717 0.013229 1.6606 -1.2758 1.8132
H -0.114543 -3.520117 5.692669 -0.2570 0.4708 0.1632
C -4.709973 1.221133 -4.875871 -1.6666 0.9089 -1.2606
N -3.277423 -1.817767 -0.814661 -0.7115 0.6208 -0.7327
C -1.851723 4.079313 -1.292741 0.2058 1.6081 2.4401
H 4.005197 1.145333 1.990129 0.3845 -0.0577 -0.1243
N 1.230947 -6.555307 0.379059 -1.1785 -0.2717 -0.1875
H 2.842217 -5.301817 0.602769 0.0835 0.1343 0.0516
H -4.480663 -1.707817 2.149389 0.3359 0.1022 0.2825
C 0.240707 -2.114587 4.062889 -1.2221 -0.8450 -1.4519
H 3.851517 5.114363 0.316249 -0.0608 0.1106 0.0632
C 3.479117 1.927383 1.462839 -0.3207 0.4880 0.8212
C -0.286763 -2.916287 1.928619 0.0628 1.1801 0.4235
H -4.150673 -0.523877 -6.022871 0.0899 -0.2386 0.2009
H -2.750543 3.164833 0.524979 -0.1119 -0.1518 -0.2096
H -2.109283 5.024443 1.980619 -0.1134 0.0936 0.0859
O -1.036973 0.701053 -1.256031 -0.2257 0.2172 -0.9028
H 0.508937 2.507983 0.333069 -0.3153 -0.0971 0.2187
H 0.553717 1.410083 -3.235501 -0.3500 0.6879 -0.0431
H 1.709397 -3.395897 -0.653091 0.5681 0.0108 -0.0647
C -1.210353 2.910873 4.037459 2.0637 -0.4359 -0.2177
C 2.138387 2.853043 -2.700761 -0.6127 -0.9783 -0.3738
N -0.296063 -0.289767 -1.089431 -2.3585 0.5372 -2.2189
H -2.092123 3.262593 -1.957261 0.1027 0.0768 -0.2463
C -3.507693 -3.132757 -0.549001 0.8092 -0.8110 -0.4409
C 4.478207 -2.982167 0.701929 0.1792 0.7321 0.6671
C 5.004247 -2.392597 -0.423101 0.0058 0.8960 -0.5743
H -1.984663 -0.239807 2.036799 0.4051 -0.2211 -0.1129
H 5.390967 1.876883 -3.182271 0.1165 0.5443 0.3231
H -5.298673 1.730493 -5.624451 -0.3169 -0.0785 0.2782
H 2.666557 -0.025117 -0.712561 0.0935 0.3935 0.0705
N -0.412183 0.984093 2.752809 -2.0788 2.0576 1.7204
C 3.369707 4.185553 0.583779 1.6535 -0.6673 1.0940
C 3.519857 2.924023 -2.659651 0.0338 0.7600 0.5056
C 3.690777 0.862943 -3.826481 -2.1134 -0.0360 0.1968
N 2.838617 -1.206257 0.960289 2.7151 -2.0735 -2.2988
C -2.804233 1.365973 3.136819 1.3326 1.7372 0.3941
N -3.393013 0.817713 -3.168711 -0.4104 -0.0069 0.0293
H -1.526213 -5.916417 -1.448581 -0.3475 -0.0152 0.2589
C -3.692453 -1.041657 0.257889 0.9109 -1.0058 -0.7577
C -2.506633 2.563143 3.871909 -1.1866 -1.6448 -0.7932
C -3.964413 -1.953517 1.233139 -1.4001 1.3155 1.7257
H 3.906267 3.821823 -2.200261 0.5772 -0.0697 0.0207
```
Positions in Å, forces in eV/Å.

As for the spin multiplicity: 1. The value obtained for the relative energy (zero: lowest compared OMol25 entry of this formula, charge and spin) is 70.10 kcal/mol. The electronic energy is -70917.6997 eV. As for the total charge: +1. The calculation puts the HOMO energy at -9.53 eV. The calculation puts the molecular weight at 862.31 g mol⁻¹.



[4]
# CH6P2

2 unconnected molecules or ions with the total composition CH6P2 at a distorted geometry (wB97M-V/def2-TZVPD, the OMol25 dataset).

```
9
Properties=species:S:1:pos:R:3:forces:R:3
P 0.361855 0.408625 0.016775 0.6554 -1.7930 1.9022
H 2.487786 -0.850129 0.642384 -0.3315 1.0827 -0.8909
P -2.728121 0.166032 0.004947 0.0774 0.9745 1.6282
H -2.394046 -0.991910 0.765325 -0.0637 -0.1043 -0.5847
H 0.554285 1.499882 -0.662119 -0.0955 2.6270 -1.7925
H -2.483694 -0.250524 -1.261764 0.2553 -0.9929 -1.1374
H 0.225290 1.088945 1.285171 0.3412 -0.5479 -0.4942
C 2.120162 -0.059966 -0.081601 0.1564 -1.7066 -1.0137
H 2.553065 -0.212199 -1.174186 -0.9950 0.4605 2.3831
```
Positions in Å, forces in eV/Å.

As for the spin multiplicity: 1. The value obtained for the relative energy (zero: lowest compared OMol25 entry of this formula, charge and spin) is 82.71 kcal/mol. The electronic energy is -19707.2350 eV. The calculation puts the HOMO energy (spin up / spin down) at -8.27 / -8.08 eV. The calculation puts the molecular weight at 80.01 g mol⁻¹.